Entry 1:
Formula: C50H39AsGeN2O3SSr
Source: the Open Molecules 2025 dataset
Level of theory: wB97M-V/def2-TZVPD

Structure (XYZ):
```
98
Properties=species:S:1:pos:R:3:forces:R:3
Sr 0.4981 0.5195 -0.8266 0.188 -0.227 1.799
O 5.9241 2.2820 -1.9252 -0.079 -0.102 -0.025
C 5.9639 2.0648 -0.5938 -0.022 -0.122 -0.044
C 7.1326 2.3960 0.0858 0.077 0.009 0.117
C 7.2429 2.1570 1.4464 -0.034 -0.007 0.017
C 6.1926 1.5757 2.1513 0.008 0.025 -0.051
C 5.0211 1.2671 1.4771 0.054 0.139 -0.036
C 4.8785 1.5198 0.1155 -0.052 0.092 0.028
C 3.5787 1.2106 -0.5528 -0.103 0.051 -0.096
O 2.4827 1.2765 0.1077 1.359 0.240 0.027
N 3.6840 0.8647 -1.8189 -0.005 -0.156 -0.136
N 2.4506 0.5067 -2.3703 0.488 0.064 0.009
C 2.5171 0.0346 -3.5545 -0.229 -0.046 -0.245
C 1.3729 -0.3481 -4.3798 0.267 0.039 0.092
C 1.6436 -0.9694 -5.6056 0.075 -0.009 -0.013
C 0.6465 -1.2721 -6.5087 -0.056 0.026 0.037
C -0.6645 -0.9000 -6.1985 0.063 0.035 0.039
C -0.9589 -0.2854 -4.9993 -0.101 -0.049 -0.012
C 0.0345 -0.0406 -4.0308 -0.188 0.302 0.315
O -0.2738 0.4794 -2.8608 -0.227 -0.351 -1.908
H 5.1312 1.7863 -2.2586 0.041 0.070 0.063
H 7.9536 2.8210 -0.4804 -0.057 -0.004 0.027
H 8.1627 2.4182 1.9601 -0.048 -0.021 -0.033
H 6.2778 1.3777 3.2135 -0.007 -0.004 -0.062
H 4.1879 0.8245 2.0028 -0.060 0.021 0.043
H 3.5028 -0.0581 -4.0084 0.104 -0.051 -0.089
H 2.6761 -1.2160 -5.8380 -0.039 0.039 0.001
H 0.8780 -1.7692 -7.4418 -0.005 0.019 0.005
H -1.4624 -1.0900 -6.9076 0.000 -0.014 0.022
H -1.9728 0.0080 -4.7591 0.013 -0.035 -0.001
S -1.2275 -1.6342 1.1627 0.156 0.107 -0.319
C -1.5194 -0.9549 2.7601 -0.150 0.125 0.057
C -2.7144 -1.2181 3.4431 -0.017 0.006 -0.015
C -2.9531 -0.6737 4.6982 0.071 0.040 -0.082
C -2.0177 0.1656 5.2979 -0.022 -0.065 -0.102
C -0.8259 0.4394 4.6357 -0.024 -0.176 -0.020
C -0.5655 -0.1360 3.3963 -0.145 -0.115 -0.092
As 0.9793 0.2038 2.2894 -0.003 -0.094 0.591
C 2.1223 1.1215 3.5930 -0.032 0.183 -0.022
C 2.8805 0.4911 4.5755 0.104 0.148 0.047
C 3.6599 1.2374 5.4547 -0.062 0.042 -0.075
C 3.6924 2.6243 5.3595 -0.021 -0.082 -0.037
C 2.9490 3.2614 4.3746 -0.033 -0.029 0.002
C 2.1712 2.5114 3.5002 0.125 -0.019 0.073
C 1.8110 -1.5708 2.3354 0.123 0.050 -0.008
C 1.6648 -2.4344 3.4152 -0.061 -0.142 -0.092
C 2.2425 -3.6980 3.3892 0.039 0.034 -0.062
C 2.9725 -4.1121 2.2801 -0.052 0.023 0.068
C 3.1209 -3.2567 1.1973 0.017 -0.011 0.023
C 2.5473 -1.9931 1.2322 0.034 -0.027 0.108
H -3.4593 -1.8437 2.9611 0.049 0.064 0.046
H -3.8885 -0.8866 5.2040 0.018 -0.013 -0.025
H -2.2127 0.5999 6.2717 -0.003 0.003 -0.036
H -0.0967 1.0977 5.0921 0.066 -0.018 0.014
H 2.8912 -0.5871 4.6456 -0.035 -0.054 0.029
H 4.2458 0.7312 6.2133 -0.003 0.012 -0.018
H 4.3055 3.2035 6.0404 -0.018 -0.022 -0.024
H 2.9850 4.3412 4.2786 -0.008 -0.060 -0.001
H 1.6215 3.0082 2.7105 -0.038 0.041 -0.022
H 1.0580 -2.1361 4.2617 -0.001 0.013 0.039
H 2.1143 -4.3650 4.2339 -0.004 0.011 -0.020
H 3.4178 -5.1003 2.2584 -0.023 0.035 0.005
H 3.6809 -3.5729 0.3237 -0.026 0.037 0.053
H 2.6817 -1.3317 0.3867 0.058 0.101 -0.106
C -6.0280 -0.3124 2.0135 0.049 -0.025 -0.062
C -5.2540 0.8400 1.9668 0.083 -0.055 -0.099
C -4.2204 0.9451 1.0392 -0.093 -0.210 -0.037
C -3.9408 -0.0888 0.1378 -0.024 0.171 0.169
C -4.7171 -1.2497 0.2126 -0.040 0.177 0.121
C -5.7530 -1.3587 1.1379 0.099 0.093 -0.035
Ge -2.4846 0.1375 -1.2090 -1.994 -0.289 0.211
C -3.2853 1.6330 -2.2784 0.170 0.219 -0.229
C -2.5389 2.4630 -3.1279 -0.285 -0.005 0.087
C -3.1560 3.4327 -3.9137 -0.019 -0.075 0.078
C -4.5335 3.5999 -3.8621 -0.037 -0.081 0.074
C -5.2900 2.7977 -3.0148 0.111 -0.010 -0.020
C -4.6726 1.8278 -2.2292 0.152 0.104 -0.072
C -2.6815 -1.4817 -2.3118 0.260 -0.220 0.014
C -3.7014 -1.5721 -3.2598 0.093 -0.073 0.014
C -3.8725 -2.7282 -4.0139 0.088 -0.039 0.060
C -3.0247 -3.8153 -3.8291 -0.014 0.100 0.057
C -2.0061 -3.7416 -2.8863 -0.081 0.117 -0.013
C -1.8388 -2.5823 -2.1352 -0.119 0.039 -0.148
H -6.8328 -0.4001 2.7357 0.033 -0.001 -0.039
H -5.4507 1.6534 2.6562 0.026 -0.013 -0.013
H -3.6227 1.8520 1.0171 -0.028 0.004 -0.002
H -4.5094 -2.0802 -0.4530 -0.005 0.018 0.013
H -6.3453 -2.2662 1.1777 0.010 0.010 -0.007
H -1.4685 2.3342 -3.1872 0.050 -0.051 -0.042
H -2.5595 4.0527 -4.5750 -0.009 -0.030 0.056
H -5.0164 4.3506 -4.4776 0.011 -0.017 0.023
H -6.3656 2.9260 -2.9637 0.024 -0.014 -0.002
H -5.2795 1.2178 -1.5707 -0.004 0.010 -0.020
H -4.3661 -0.7296 -3.4200 -0.001 -0.001 0.000
H -4.6668 -2.7799 -4.7494 -0.004 0.002 0.006
H -3.1601 -4.7177 -4.4140 0.008 0.028 -0.002
H -1.3475 -4.5880 -2.7317 0.009 0.031 -0.003
H -1.0467 -2.5448 -1.3944 -0.027 -0.030 -0.008
```
Positions in Å, forces in eV/Å.

* total energy: -190634.93728 eV
* highest occupied orbital energy (spin up / spin down): -4.5144 / -4.6714 eV
* 2S+1: 2
* ⟨S²⟩: 0.7548
* charge: -1

The molecule's Löwdin atomic charges, reported in e, are given here: Sr 1.31; O 0.03; C -0.28; C -0.03; C -0.10; C -0.09; C -0.02; C -0.07; C -0.47; O -0.34; N 0.02; N -0.10; C -0.09; C -0.15; C -0.07; C -0.12; C -0.09; C -0.02; C -0.35; O -0.45; H 0.07; H 0.11; H 0.10; H 0.09; H 0.09; H 0.12; H 0.10; H 0.09; H 0.10; H 0.10; S 0.55; C -0.69; C -0.13; C -0.10; C -0.11; C -0.11; C -0.43; As 1.26; C -0.39; C -0.10; C -0.09; C -0.10; C -0.09; C -0.12; C -0.40; C -0.12; C -0.08; C -0.10; C -0.08; C -0.12; H 0.09; H 0.10; H 0.09; H 0.09; H 0.09; H 0.10; H 0.10; H 0.10; H 0.10; H 0.11; H 0.10; H 0.10; H 0.10; H 0.08; C -0.12; C -0.10; C -0.13; C -0.37; C -0.12; C -0.10; Ge 0.96; C -0.28; C -0.11; C -0.09; C -0.11; C -0.10; C -0.12; C -0.33; C -0.12; C -0.09; C -0.10; C -0.08; C -0.12; H 0.09; H 0.10; H 0.10; H 0.10; H 0.09; H 0.08; H 0.10; H 0.09; H 0.10; H 0.09; H 0.10; H 0.09; H 0.09; H 0.10; H 0.05

---

Entry 2:
Formula: C58H54F3N8OPS5Se3Sr
Source: the Open Molecules 2025 dataset
Level of theory: wB97M-V/def2-TZVPD

Structure (XYZ):
```
134
Properties=species:S:1:pos:R:3:forces:R:3
Sr -0.4957 -1.2293 0.6519 0.077 -1.220 -0.781
C -2.6840 12.1447 4.5650 -0.234 0.209 -0.121
O -1.7044 11.2781 5.0648 0.292 -0.648 -0.100
C -1.5911 10.0338 4.4892 0.156 0.014 0.133
C -2.3938 9.5417 3.4617 -0.034 0.541 0.256
C -2.1875 8.2679 2.9766 0.424 -0.517 0.167
C -1.1829 7.4448 3.5002 -0.202 1.146 0.412
C -0.3702 7.9582 4.5209 -0.320 -0.211 -0.404
C -0.5732 9.2289 5.0027 -0.132 0.363 0.105
C -1.0235 6.1165 2.9852 0.054 -1.170 -0.572
N -1.6726 5.6312 1.9433 -0.035 0.745 0.344
C -1.2337 4.3585 1.7914 0.923 -0.507 0.904
C -0.2877 4.0484 2.7675 -0.862 0.298 -0.852
N -0.1635 5.1832 3.5195 -0.207 0.302 -0.038
C 0.3516 2.7941 2.8430 0.233 -0.723 -0.208
C 1.2471 2.4298 3.8561 -0.017 -0.182 -0.205
C 1.8321 1.1899 3.8110 -0.038 0.252 0.016
C 1.5230 0.3500 2.7382 0.361 -0.110 0.334
N 0.6732 0.6629 1.7903 0.203 0.384 -0.046
C 0.0523 1.8433 1.8252 0.280 0.864 0.827
C -0.9474 2.1374 0.8255 -0.708 1.022 -0.214
N -1.2465 1.2076 -0.0883 0.059 -0.286 0.256
C -2.1582 1.4717 -0.9913 -0.318 -0.048 -0.583
C -2.8924 2.6602 -1.0476 0.108 0.424 0.332
C -2.6171 3.6337 -0.1177 -0.015 -0.246 -0.212
C -1.6112 3.3905 0.8212 0.178 -0.449 -0.103
H -2.5634 13.0738 5.1188 -0.072 0.005 -0.052
H -3.6940 11.7553 4.7286 0.017 -0.005 -0.014
H -2.5450 12.3408 3.4973 -0.006 0.004 0.008
H -3.1858 10.1427 3.0404 -0.038 0.047 -0.011
H -2.8033 7.8723 2.1841 -0.070 -0.020 -0.055
H 0.4313 7.3607 4.9319 0.062 0.005 0.066
H 0.0476 9.6288 5.7896 0.061 0.053 0.083
H 0.3993 5.2898 4.3433 -0.015 0.022 -0.010
H 1.4493 3.1234 4.6617 0.083 -0.010 0.099
H 2.5113 0.8547 4.5796 0.042 -0.071 0.017
H 1.9761 -0.6237 2.6590 0.122 -0.199 0.017
H -2.3491 0.6983 -1.7215 0.033 0.015 0.065
H -3.6576 2.7928 -1.7994 0.032 -0.069 -0.049
H -3.1449 4.5772 -0.0728 -0.018 0.014 -0.082
S -5.8778 -3.5511 5.8026 -0.474 -0.190 0.450
C -4.7044 -3.0809 4.7444 0.542 0.226 -0.391
S -4.1163 -4.0692 3.4536 0.006 0.707 0.406
C -2.9434 -2.9364 2.7687 -0.515 0.362 0.985
C -2.8673 -1.7259 3.3998 -0.736 -1.232 0.225
S -1.8758 -0.3961 3.0310 0.579 0.850 -0.075
S -3.9151 -1.5390 4.8105 -0.162 -0.662 -0.416
S -2.0812 -3.5676 1.4409 0.481 -0.164 -0.815
Se -1.1727 0.0927 -4.5414 0.078 0.029 0.086
P -2.7210 -1.2543 -3.9037 -0.026 0.010 -0.190
Se -3.0100 -1.7712 -1.8334 0.191 -0.034 0.091
C -4.2993 -0.6056 -4.6062 0.237 -0.036 0.314
C -4.3361 -0.1753 -5.9252 -0.019 0.012 -0.084
C -5.5187 0.2904 -6.4668 -0.004 0.004 -0.123
C -6.6659 0.3341 -5.6919 -0.222 0.077 -0.010
C -6.6264 -0.0724 -4.3702 -0.192 0.075 -0.081
C -5.4442 -0.5430 -3.8294 0.065 -0.076 0.124
C -2.6085 -2.8181 -4.8563 0.032 0.135 0.309
C -1.9425 -2.8997 -6.0684 0.059 0.069 -0.033
C -1.9078 -4.1027 -6.7514 0.051 -0.102 -0.132
C -2.5268 -5.2230 -6.2220 -0.007 -0.166 -0.092
C -3.1744 -5.1441 -5.0016 -0.094 -0.096 -0.093
C -3.2178 -3.9437 -4.3222 -0.088 -0.061 -0.033
H -3.4328 -0.1869 -6.5172 0.110 -0.015 -0.028
H -5.5495 0.6277 -7.4938 0.017 0.007 -0.088
H -7.5926 0.6903 -6.1200 -0.083 0.063 -0.035
H -7.5170 -0.0193 -3.7594 -0.064 -0.018 0.047
H -5.3945 -0.8634 -2.7979 0.013 -0.038 0.070
H -1.4303 -2.0309 -6.4606 0.000 0.085 0.035
H -1.3833 -4.1708 -7.6958 0.029 0.002 -0.063
H -2.4928 -6.1646 -6.7542 0.038 -0.058 -0.032
H -3.6288 -6.0202 -4.5632 -0.033 -0.104 0.017
H -3.6885 -3.8808 -3.3510 -0.031 0.000 0.033
C 0.1272 -3.5256 5.2193 -0.050 -0.025 -0.033
C 1.4248 -3.4346 4.4681 -0.152 -0.031 -0.030
C 2.6427 -3.6978 5.0961 0.213 -0.015 0.144
C 3.8206 -3.5044 4.3900 -0.085 -0.039 0.311
C 5.1509 -3.7539 5.0565 -0.077 0.003 -0.056
C 3.7969 -3.0629 3.0791 0.235 0.155 -0.173
C 2.5823 -2.8564 2.3685 0.276 -0.298 0.049
C 1.4094 -3.0731 3.1445 -0.046 0.201 -0.012
N 2.3902 -2.4931 1.0980 -1.008 0.289 -0.464
C 3.3999 -2.1679 0.1230 0.381 0.134 -0.041
C 3.6937 -0.6538 0.1481 -0.115 -0.298 -0.058
C 2.8050 -2.5205 -1.2533 -0.036 0.171 0.396
C 4.7437 -2.9347 0.2002 -0.151 0.181 -0.040
H 0.2848 -3.7853 6.2662 0.028 -0.036 0.038
H -0.5245 -4.2727 4.7663 -0.125 0.007 -0.001
H -0.3916 -2.5665 5.1749 -0.117 -0.014 -0.012
H 2.6675 -4.0346 6.1249 -0.002 0.007 0.104
H 5.0145 -4.1207 6.0737 0.021 0.015 0.048
H 5.7432 -2.8377 5.0932 0.072 0.023 0.038
H 5.7273 -4.4965 4.5023 0.070 -0.031 -0.010
H 4.7495 -2.8719 2.6150 0.080 -0.008 -0.092
H 0.4588 -2.9117 2.6493 -0.138 -0.124 0.119
H 2.7617 -0.1120 -0.0046 -0.060 0.139 0.010
H 4.3865 -0.3780 -0.6463 0.173 0.113 -0.123
H 4.1192 -0.3546 1.1053 0.025 0.005 0.142
H 1.7397 -2.2854 -1.2702 -0.026 0.009 -0.126
H 2.9285 -3.5839 -1.4187 -0.140 -0.167 -0.102
H 3.3126 -1.9854 -2.0527 0.109 0.097 -0.215
H 5.4629 -2.4415 0.8484 0.079 -0.008 0.125
H 5.1926 -2.9826 -0.7904 0.072 -0.016 -0.193
H 4.5810 -3.9494 0.5547 0.000 -0.146 0.036
C 1.2951 -5.9492 0.1086 -0.255 0.051 0.649
N 1.8408 -5.8868 -1.2201 0.262 0.231 -0.751
C 3.1491 -6.1167 -1.5584 0.447 -0.061 -0.291
C 3.3081 -5.7830 -2.8599 0.362 -0.229 0.349
N 2.0940 -5.3420 -3.3237 0.115 -0.092 0.740
C 1.8473 -4.7434 -4.6030 -0.098 0.149 -0.392
C 1.1892 -5.4082 -2.3086 -0.481 -0.150 -0.142
Se -0.5713 -5.0323 -2.4542 -0.651 0.327 0.087
H 1.5226 -6.9151 0.5605 0.004 0.007 -0.028
H 0.2158 -5.8155 0.0489 0.042 -0.045 -0.030
H 1.6995 -5.1400 0.7242 0.010 0.000 -0.053
H 3.8632 -6.4804 -0.8482 0.120 -0.049 0.124
H 4.1800 -5.8175 -3.4819 0.131 0.013 -0.065
H 1.9416 -5.4810 -5.4019 -0.023 0.001 -0.003
H 2.5519 -3.9276 -4.7714 0.014 -0.010 -0.004
H 0.8311 -4.3464 -4.5954 0.057 -0.049 -0.026
F 4.9082 4.1661 -3.2811 -0.142 -0.025 0.273
C 4.2169 3.2727 -4.0202 0.569 0.350 -0.407
F 5.1275 2.3947 -4.4789 -0.103 -0.304 0.093
F 3.8107 3.9623 -5.1088 -0.403 -0.074 0.028
C 3.1067 2.6244 -3.2523 -0.293 -0.202 0.261
C 2.7266 1.3100 -3.5071 0.190 0.429 0.027
C 1.7464 0.7468 -2.7017 0.063 -0.112 -0.145
N 1.1505 1.4034 -1.7193 -0.048 -0.156 0.091
C 1.4775 2.6689 -1.5202 0.102 0.175 0.066
C 2.4540 3.3315 -2.2450 0.171 -0.203 -0.333
H 3.1897 0.7438 -4.2995 0.047 -0.108 -0.022
H 1.4241 -0.2745 -2.8488 0.036 -0.049 -0.107
H 0.9472 3.1802 -0.7258 -0.028 0.066 0.074
H 2.7084 4.3556 -2.0280 0.039 0.121 0.055
```
Positions in Å, forces in eV/Å.

* total energy: -343491.98997 eV
* highest occupied orbital energy: -1.3339 eV
* charge: -2

Löwdin atomic charge list, values in e, 99 entries: Sr 0.95; C -0.11; O -0.09; C -0.27; C -0.02; C -0.01; C -0.16; C -0.02; C -0.01; C -0.28; N 0.19; C -0.17; C -0.13; N 0.18; C -0.08; C 0.00; C -0.01; C -0.13; N -0.04; C -0.21; C -0.21; N 0.03; C -0.16; C -0.01; C 0.00; C -0.09; H 0.09; H 0.09; H 0.09; H 0.10; H 0.11; H 0.10; H 0.12; H 0.14; H 0.11; H 0.11; H 0.08; H -0.02; H 0.11; H 0.11; S 0.38; C -1.55; S 0.84; C -1.22; C -1.22; S 0.45; S 0.84; S 0.35; Se 0.20; P 0.09; Se 0.29; C -0.39; C -0.12; C -0.10; C -0.12; C -0.10; C -0.12; C -0.41; C -0.13; C -0.10; C -0.11; C -0.12; C -0.18; H 0.07; H 0.09; H 0.09; H 0.10; H 0.04; H 0.05; H 0.09; H 0.09; H 0.10; H 0.05; C -0.04; C -0.29; C -0.07; C -0.32; C -0.08; C -0.03; C -0.37; C -0.04; N 0.01; C -0.63; C -0.05; C -0.05; C -0.06; H 0.07; H 0.08; H 0.07; H 0.09; H 0.06; H 0.07; H 0.07; H 0.07; H 0.04; H 0.05; H 0.07; H 0.07; H 0.06

---

> Among the records above, which one has the highest total energy?

C50H39AsGeN2O3SSr

---

> Among the records above, which one has the highest charge?

C50H39AsGeN2O3SSr

---

> The lowest total energy belongs to which entry?

C58H54F3N8OPS5Se3Sr

---

> What is the total energy in the second record?

-343491.98997 eV